Record 1
The following is a DFT calculation (wB97M-V/def2-TZVPD) of the molecule C16H30O4.

CARTESIAN COORDINATES (ANGSTROEM)
C (-6.1038, -1.6295, -0.9661)
C (-4.6881, -1.3072, -0.5055)
C (-4.6637, -0.8398, 0.9484)
C (-3.2474, -0.5673, 1.4482)
H (-2.6065, -1.4400, 1.2869)
H (-3.2584, -0.3085, 2.5106)
O (-2.6742, 0.5532, 0.7753)
C (-1.7133, 0.3269, -0.1194)
O (-1.2965, -0.7660, -0.4098)
C (-1.2066, 1.6198, -0.7137)
C (-0.6479, 2.5379, 0.3795)
C (0.1013, 3.7370, -0.2057)
C (1.4979, 3.3705, -0.7138)
C (2.4974, 3.1241, 0.4266)
C (3.3621, 1.8864, 0.1770)
C (2.5171, 0.6323, 0.2903)
O (1.7856, 0.3914, 1.2165)
O (2.6793, -0.1548, -0.7700)
C (1.9479, -1.3869, -0.8012)
C (2.5823, -2.4485, 0.0917)
C (4.0025, -2.7993, -0.3466)
C (4.6363, -3.8320, 0.5765)
H (5.6459, -4.0699, 0.2496)
H (4.6850, -3.4540, 1.5954)
H (4.0510, -4.7490, 0.5805)
H (4.6109, -1.8922, -0.3523)
H (3.9783, -3.1881, -1.3675)
H (1.9505, -3.3374, 0.0575)
H (2.5920, -2.0815, 1.1197)
H (1.9709, -1.6940, -1.8487)
H (0.9149, -1.2004, -0.4921)
H (4.1418, 1.8249, 0.9397)
H (3.8313, 1.9174, -0.8060)
H (3.1421, 3.9948, 0.5548)
H (1.9617, 2.9694, 1.3643)
H (1.8666, 4.1725, -1.3562)
H (1.4255, 2.4744, -1.3317)
H (0.1972, 4.5102, 0.5593)
H (-0.4845, 4.1569, -1.0267)
H (-1.4773, 2.8851, 0.9972)
H (0.0224, 1.9593, 1.0166)
H (-2.0311, 2.1180, -1.2280)
H (-0.4367, 1.3679, -1.4433)
H (-5.2557, 0.0722, 1.0507)
H (-5.1050, -1.6062, 1.5885)
H (-4.0570, -2.1921, -0.6099)
H (-4.2683, -0.5268, -1.1438)
H (-6.1017, -1.9574, -2.0027)
H (-6.7419, -0.7521, -0.8846)
H (-6.5323, -2.4217, -0.3561)

Values from the calculation:
**Highest occupied orbital energy**: -10.09 eV
**SMILES**: CCCCOC(=O)CCCCCCC(=O)OCCCC
**Molar mass**: 286.41 g mol⁻¹
**Frontier orbital gap**: 11.08 eV
**LUMO energy**: 1.0 eV
**Energy above the lowest of the compared OMol25 structures with the same formula, charge and spin**: 12.4 kJ/mol
**Net charge**: 0

Record 2
The following is a DFT calculation (wB97M-V/def2-TZVPD) of the molecule C14H15F4N3 at a distorted geometry.

CARTESIAN COORDINATES (ANGSTROEM)
F (3.5400, 1.3518, 4.4467)
F (0.9235, 2.1209, -4.0832)
F (1.7987, 3.0074, -2.2693)
F (-0.2127, 2.2367, -2.1592)
N (2.6406, 0.9352, -0.3046)
C (1.5664, 0.4959, -0.9218)
C (1.5608, 0.2581, 3.5995)
C (3.1401, 1.2299, 2.0811)
C (0.7194, -0.1274, 2.5670)
C (2.7671, 0.9235, 3.3853)
C (2.3663, 0.7556, 1.0220)
C (1.1117, 0.1569, 1.2363)
N (-3.3000, -1.6602, -0.3097)
N (0.5995, -0.0134, -0.0484)
C (0.9957, 2.0012, -2.7526)
C (1.4975, 0.6352, -2.4346)
C (-2.1696, -2.4465, -0.8506)
C (-3.1817, -0.1910, -0.5501)
C (-0.8653, -1.9840, -0.1889)
C (-1.9255, 0.2486, 0.1793)
C (-0.7323, -0.4984, -0.4716)
H (1.3304, 0.1556, 4.6711)
H (4.1101, 1.7189, 1.9026)
H (-0.2309, -0.6108, 2.8204)
H (-4.2036, -2.0103, -0.6209)
H (0.8726, -0.1295, -2.9008)
H (2.4967, 0.5248, -2.8743)
H (-2.1690, -2.2923, -1.9203)
H (-2.3012, -3.4957, -0.6879)
H (-3.2022, 0.0999, -1.6111)
H (-4.0712, 0.2688, -0.0416)
H (0.0257, -2.4518, -0.5995)
H (-0.8740, -2.1572, 0.8828)
H (-1.8344, 1.3285, 0.1258)
H (-1.9802, 0.0045, 1.2435)
H (-0.8091, -0.3893, -1.5625)

Values from the calculation:
**Highest occupied orbital energy**: -8.62 eV
**SMILES**: Fc1ccc2c(c1)nc(CC(F)(F)F)n2C1CCNCC1
**Molar mass**: 301.29 g mol⁻¹
**Frontier orbital gap**: 9.22 eV
**LUMO energy**: 0.6 eV
**Energy above the lowest of the compared OMol25 structures with the same formula, charge and spin**: 0.0 kJ/mol
**Net charge**: 0

Record 3
The following is a DFT calculation (wB97M-V/def2-TZVPD) of the ion C3H6NO with charge +1 at a distorted geometry.

CARTESIAN COORDINATES (ANGSTROEM)
C (-0.0008, -1.5439, -0.4788)
C (0.3345, -0.2455, -1.1281)
C (0.3019, 0.0307, 0.3224)
N (-0.3575, 1.1431, 0.9863)
O (1.4763, 0.1967, -0.4239)
H (-1.0193, -1.8897, -0.5114)
H (0.7823, -2.2408, -0.2238)
H (-0.0210, 0.2665, -1.9995)
H (-0.2272, 1.0733, 2.0078)
H (-1.3686, 1.1902, 0.7842)
H (0.0994, 2.0195, 0.6650)

Values from the calculation:
**Highest occupied orbital energy**: -14.04 eV
**SMILES**: [NH3+][C@]12C[C@@H]1O2
**Molar mass**: 72.09 g mol⁻¹
**Frontier orbital gap**: 9.89 eV
**LUMO energy**: -4.2 eV
**Energy above the lowest of the compared OMol25 structures with the same formula, charge and spin**: 332.6 kJ/mol
**Net charge**: +1

Record 4
The following is a DFT calculation (wB97M-V/def2-TZVPD) of a cluster of 3 separate species, C4H13NO2 in total at a distorted geometry.

CARTESIAN COORDINATES (ANGSTROEM)
C (0.4960, 1.2961, -0.9639)
C (-0.4282, 1.1556, 0.2728)
C (-0.0251, 0.2470, 1.2559)
N (1.2713, 0.2006, 1.9343)
C (-1.9133, 1.5504, 0.0658)
H (0.6154, 2.3083, -1.2866)
H (1.5634, 0.9300, -0.6758)
H (0.1562, 0.6932, -1.8978)
H (-0.8168, -0.5275, 1.6776)
H (1.1845, 0.2798, 2.9322)
H (1.8784, 0.9442, 1.6683)
H (-2.3840, 0.8158, 0.7235)
H (-2.1085, 2.5692, 0.4167)
H (-2.3812, 1.2686, -0.9060)
H (-0.1052, -2.6034, -0.7329)
H (-1.3262, -3.0016, -1.5243)
O (-0.9442, -3.1211, -0.7240)
H (1.6785, -1.0575, -0.2149)
H (2.1881, -2.1086, -1.3366)
O (1.4009, -1.8391, -0.6845)

Values from the calculation:
**Highest occupied orbital energy**: -7.90 eV
**SMILES**: CC(C)=CN.O.O
**Molar mass**: 107.15 g mol⁻¹
**Frontier orbital gap**: 8.43 eV
**LUMO energy**: 0.5 eV
**Energy above the lowest of the compared OMol25 structures with the same formula, charge and spin**: 248.1 kJ/mol
**Net charge**: 0